# 1
Formula: C35H35CaN7O4
Source: OMol25
Level of theory: the ωB97M-V functional and the def2-TZVPD basis

Positions of all 82 atoms, in Å:
Ca: -0.257 -0.744 1.000
C: 0.792 0.818 -3.345
C: -0.284 -0.210 -3.133
C: -1.597 0.193 -2.932
C: -2.621 -0.732 -2.746
C: -4.036 -0.271 -2.532
C: -2.307 -2.084 -2.752
C: -1.001 -2.523 -2.958
C: -0.684 -3.995 -2.978
C: -0.003 -1.575 -3.155
H: 0.836 1.136 -4.390
H: 1.775 0.429 -3.076
H: 0.599 1.706 -2.741
H: -1.821 1.254 -2.886
H: -4.573 -0.195 -3.480
H: -4.059 0.712 -2.060
H: -4.584 -0.962 -1.892
H: -3.095 -2.813 -2.592
H: -1.210 -4.502 -3.789
H: -0.988 -4.481 -2.049
H: 0.383 -4.170 -3.116
H: 1.014 -1.906 -3.339
C: -3.124 5.129 -2.523
C: -2.290 4.210 -1.672
C: -0.915 4.385 -1.538
C: -0.144 3.516 -0.794
C: -0.682 2.403 -0.113
N: 0.106 1.511 0.580
C: 1.262 2.035 1.154
C: 1.202 3.129 2.042
C: 2.312 3.621 2.686
C: 3.573 3.042 2.508
C: 4.771 3.544 3.265
C: 3.659 1.974 1.641
C: 2.538 1.498 0.955
N: 2.759 0.461 -0.004
C: 3.804 0.373 -0.856
C: 3.697 -0.830 -1.515
C: 2.531 -1.407 -0.999
N: 1.977 -0.625 -0.081
C: -2.080 2.259 -0.234
C: -2.844 3.132 -1.004
N: -2.804 1.255 0.480
C: -3.942 1.475 1.171
C: -4.456 0.254 1.532
C: -3.544 -0.669 1.012
N: -2.553 -0.070 0.366
H: -2.764 6.157 -2.456
H: -4.169 5.125 -2.213
H: -3.095 4.842 -3.577
H: -0.433 5.217 -2.039
H: 0.924 3.686 -0.731
H: 0.233 3.583 2.213
H: 2.203 4.462 3.361
H: 4.813 4.634 3.253
H: 5.701 3.171 2.836
H: 4.742 3.233 4.311
H: 4.614 1.484 1.480
H: 4.515 1.177 -0.924
H: 4.355 -1.214 -2.274
H: 2.075 -2.353 -1.244
H: -3.911 2.950 -1.073
H: -4.276 2.483 1.344
H: -5.334 0.052 2.118
H: -3.547 -1.742 1.112
C: 3.499 -2.986 1.771
C: 2.132 -3.397 2.195
N: 1.029 -2.666 2.166
C: 0.046 -3.441 2.747
C: 0.560 -4.659 3.096
N: 1.879 -4.602 2.741
C: 0.055 -5.905 3.727
O: -1.206 -5.925 4.075
O: 0.815 -6.838 3.869
C: -1.324 -2.882 3.008
O: -2.179 -3.633 3.502
O: -1.463 -1.665 2.705
H: 3.540 -1.910 1.634
H: 3.790 -3.462 0.834
H: 4.225 -3.268 2.534
H: 2.522 -5.362 2.909
H: -1.655 -5.034 3.870

## Properties
- Kohn-Sham gap: 7.41 eV
- Energy above the lowest of the compared OMol25 structures with the same formula, charge and spin: 76.16 kJ/mol
- E: -73928.508 eV

Taken from the Mulliken analysis, the atomic charges in e are: 2.22 -1.16 0.20 -0.21 0.65 -1.46 -0.67 0.61 -1.66 -0.46 0.47 0.13 0.02 0.59 0.46 0.05 0.31 0.44 0.40 0.33 0.34 0.58 -1.67 0.39 -1.13 -0.06 0.48 -0.21 0.19 0.00 -0.85 0.45 -1.58 -0.68 -0.09 0.52 -0.48 -1.45 -0.80 0.34 -0.60 -0.22 0.65 -0.12 -1.38 -0.30 -0.52 0.39 0.38 0.29 0.38 0.50 0.51 0.40 0.38 0.35 0.30 0.45 0.59 0.52 0.84 0.24 0.53 0.49 0.53 -1.11 0.13 -0.33 0.36 0.16 -0.03 0.50 -0.56 -0.64 0.58 -0.90 -0.80 0.02 0.28 0.47 0.23 0.48

=====

# 2
Formula: C35H35N2
Source: OMol25
Level of theory: the ωB97M-V functional and the def2-TZVPD basis

Positions of all 72 atoms, in Å:
C: 3.787 -1.664 -2.427
C: 3.016 -0.769 -3.189
C: 1.623 -0.655 -2.942
C: 1.085 -1.339 -1.837
C: -0.277 -1.111 -1.080
C: -1.128 -0.091 -1.868
N: -2.414 -0.284 -2.149
C: -3.077 -1.606 -2.219
C: -4.571 -1.296 -2.461
C: -4.741 0.234 -2.359
C: -3.336 0.842 -2.308
C: -0.516 1.176 -2.104
C: 0.529 1.526 -1.236
C: 1.131 2.768 -1.299
C: 0.758 3.639 -2.346
C: -0.186 3.243 -3.314
C: -0.780 1.977 -3.244
C: 1.756 -2.486 -1.428
C: 3.139 -2.590 -1.589
H: 4.868 -1.721 -2.564
H: 3.500 -0.153 -3.948
H: 1.022 -0.110 -3.665
H: -0.779 -2.088 -1.158
H: -2.664 -2.232 -3.034
H: -2.951 -2.173 -1.283
H: -4.879 -1.643 -3.450
H: -5.177 -1.819 -1.709
H: -5.295 0.628 -3.215
H: -5.272 0.513 -1.449
H: -3.251 1.542 -1.473
H: -3.127 1.406 -3.210
H: 0.841 0.786 -0.504
H: 1.899 3.028 -0.571
H: 1.218 4.626 -2.402
H: -0.427 3.903 -4.146
H: -1.385 1.609 -4.066
H: 1.208 -3.317 -0.994
H: 3.694 -3.358 -1.050
C: -3.077 2.984 1.728
N: -1.995 2.031 1.846
C: -1.770 0.983 0.982
C: -0.667 0.258 1.386
C: -0.254 -0.998 0.593
C: 1.017 -1.583 1.268
C: 2.140 -0.759 1.384
C: 3.349 -1.253 1.894
C: 3.462 -2.570 2.377
C: 4.702 -3.103 3.033
C: 2.325 -3.379 2.253
C: 1.107 -2.904 1.736
C: -0.191 0.867 2.642
C: 0.667 0.595 3.711
C: 0.783 1.491 4.797
C: -0.009 2.643 4.899
C: -0.959 2.912 3.900
C: -1.017 2.017 2.830
H: -2.909 3.807 2.437
H: -3.087 3.383 0.700
H: -4.057 2.520 1.938
H: -2.491 0.828 0.167
H: -1.109 -1.719 0.776
H: 2.055 0.308 1.146
H: 4.217 -0.588 1.914
H: 4.604 -4.185 3.223
H: 5.596 -2.973 2.413
H: 4.927 -2.637 4.005
H: 2.399 -4.427 2.554
H: 0.230 -3.556 1.745
H: 1.236 -0.327 3.742
H: 1.483 1.293 5.597
H: 0.085 3.335 5.736
H: -1.634 3.764 3.937

## Properties
- Kohn-Sham gap: 5.90 eV
- Energy above the lowest of the compared OMol25 structures with the same formula, charge and spin: 109.45 kJ/mol
- E: -39835.569 eV
- Charge: +1
- SMILES: Cc1ccc([C@@H](c2cn(C)c3ccccc23)[C@@H](C(c2ccccc2)=[N+]2CCCC2)c2ccccc2)cc1

Taken from the Mulliken analysis, the atomic charges in e are: -0.78 -0.66 -0.57 0.38 -0.10 -0.69 0.37 -0.41 -0.63 -0.71 -0.33 0.02 1.11 -0.87 -0.68 -1.02 -0.25 -0.47 -0.64 0.41 0.42 0.46 1.53 0.31 0.29 0.32 0.31 0.35 0.32 0.11 0.50 -0.76 0.53 0.45 0.46 0.65 0.44 0.43 -0.88 0.18 -1.68 0.37 0.80 -0.04 0.18 -0.87 1.00 -1.46 -1.07 -0.51 0.52 -0.08 -1.02 -0.66 -1.15 0.14 0.30 0.30 0.28 0.82 0.75 0.28 0.43 0.41 0.34 0.28 0.31 0.44 0.56 0.43 0.40 0.27

=====

# 3
Formula: C35H35N7O5PRb
Source: OMol25
Level of theory: the ωB97M-V functional and the def2-TZVPD basis

Positions of all 84 atoms, in Å:
Rb: 0.422 -0.064 1.184
C: -0.874 2.366 -3.238
C: -0.498 1.833 -2.021
N: -0.870 0.625 -1.617
C: -1.640 -0.094 -2.451
C: -2.070 0.492 -3.654
N: -1.691 1.692 -4.058
C: -1.993 -1.459 -2.043
C: -2.664 -2.306 -2.907
C: -3.011 -3.616 -2.524
C: -2.582 -3.989 -1.216
C: -1.880 -3.092 -0.434
N: -1.597 -1.837 -0.806
C: -1.358 -3.497 0.894
C: -1.040 -4.824 1.194
N: -0.516 -5.193 2.356
C: -0.277 -4.223 3.236
C: -0.592 -2.904 2.953
N: -1.140 -2.541 1.800
C: -3.728 -4.509 -3.394
C: -4.263 -4.109 -4.646
C: -4.948 -5.005 -5.433
N: -5.176 -6.289 -5.117
C: -4.674 -6.675 -3.936
C: -3.973 -5.866 -3.070
H: -0.546 3.342 -3.576
H: 0.124 2.393 -1.330
H: -2.756 -0.020 -4.317
H: -2.905 -1.962 -3.901
H: -2.827 -4.964 -0.820
H: -1.184 -5.616 0.471
H: 0.182 -4.515 4.172
H: -0.403 -2.116 3.676
H: -4.153 -3.093 -4.997
H: -5.354 -4.681 -6.388
H: -4.853 -7.716 -3.679
H: -3.602 -6.289 -2.146
O: 4.730 -1.671 5.868
C: 4.038 -1.290 4.933
C: 3.012 -0.211 4.976
O: 2.695 0.458 5.959
C: 2.485 -0.062 3.612
C: 2.923 -1.221 2.840
O: 2.423 -1.620 1.758
C: 4.078 -1.807 3.537
O: 4.896 -2.592 3.062
O: 1.778 0.888 3.179
C: 5.274 0.913 -2.069
C: 4.142 1.342 -2.751
C: 2.907 0.862 -2.341
N: 2.753 0.017 -1.325
C: 3.842 -0.398 -0.678
C: 5.123 0.024 -1.018
H: 6.256 1.270 -2.357
H: 4.215 2.037 -3.578
H: 1.996 1.161 -2.851
H: 3.672 -1.081 0.151
H: 5.977 -0.339 -0.461
C: 3.025 4.641 0.777
C: 2.201 3.359 0.891
P: 0.372 3.504 1.197
C: -0.052 4.890 0.011
C: -1.553 4.987 -0.277
C: 0.429 4.415 2.812
C: -0.950 4.698 3.406
H: 4.079 4.389 0.640
H: 2.947 5.255 1.674
H: 2.712 5.242 -0.078
H: 2.567 2.726 1.705
H: 2.320 2.776 -0.029
H: 0.478 4.677 -0.922
H: 0.327 5.841 0.396
H: -1.940 4.021 -0.603
H: -1.756 5.718 -1.063
H: -2.104 5.287 0.616
H: 0.986 5.348 2.703
H: 0.986 3.751 3.480
H: -1.539 5.350 2.757
H: -0.855 5.190 4.376
H: -1.504 3.769 3.550
C: -2.410 0.980 3.375
H: -1.499 1.176 3.924
H: -2.871 0.006 3.443
H: -2.706 1.645 2.578

## Properties
- Kohn-Sham gap (spin up / spin down): 4.66 / 3.96 eV
- Energy above the lowest of the compared OMol25 structures with the same formula, charge and spin: 144.37 kJ/mol
- E: -67475.034 eV
- Charge: -2

Taken from the Mulliken analysis, the atomic charges in e are: 0.74 -0.37 -0.91 0.48 0.26 -0.52 -0.73 0.11 -0.80 0.82 -1.02 0.21 -0.11 0.25 -0.62 -0.67 -0.48 0.00 -0.17 1.14 -0.62 -0.33 -0.78 -0.30 -0.65 0.42 0.50 0.46 0.16 0.46 0.49 0.41 0.42 0.28 0.34 0.35 0.27 -0.73 0.55 0.03 -0.79 -0.05 1.19 -0.91 0.07 -0.77 -0.43 -0.19 -0.75 -0.11 -0.03 -0.33 -0.76 0.38 0.40 0.31 0.63 0.44 -1.53 0.60 0.67 -0.78 -1.16 -0.65 -1.10 0.45 0.30 0.30 0.21 -0.30 0.44 0.51 0.20 0.37 0.26 0.37 0.35 0.25 0.41 0.15 -0.87 0.27 0.35 0.26